53
Properties=species:S:1:pos:R:3 method="wB97M-V/def2-TZVPD" mol_weight_g_mol=418.6 e_homo_ev=-4.36 e_tot_ha=-2261.40651 charge=-1 homo_lumo_gap_ha=0.2534
C 4.91 1.64 5.03
C 3.68 1.14 4.81
C 3.36 0.48 3.49
O 2.59 1.26 2.62
B 1.40 0.38 2.42
P 0.24 0.74 0.87
O 0.56 2.30 0.33
Cl -1.65 0.97 1.77
O 2.00 -0.95 2.27
C 2.82 -1.02 3.44
C 4.01 -1.93 3.22
P 1.65 -1.54 4.77
N 1.46 -0.57 6.02
H 5.08 2.47 5.70
H 5.77 1.19 4.54
H 2.92 1.24 5.57
H 4.33 0.41 2.99
H 0.73 0.51 3.44
H 0.15 2.95 0.90
H 4.25 -1.95 2.16
H 3.84 -2.95 3.58
H 4.88 -1.56 3.75
H 2.08 -2.81 5.24
H 0.47 -1.77 4.06
H 1.71 -1.08 6.86
O -2.33 1.09 -5.28
C -1.25 0.97 -4.77
O -0.96 1.65 -3.67
C 0.23 1.45 -2.88
C 1.40 2.24 -3.43
C -0.18 0.12 -5.42
H 0.46 0.39 -2.79
H 0.00 1.80 -1.89
H 1.66 1.93 -4.44
H 2.27 2.12 -2.79
H 1.14 3.30 -3.48
H 0.33 0.71 -6.18
H -0.67 -0.73 -5.90
H 0.55 -0.28 -4.72
O -4.28 -3.27 -0.55
C -4.52 -2.47 -1.40
O -3.56 -1.61 -1.79
C -3.71 -0.76 -2.93
C -4.44 0.52 -2.59
C -5.90 -2.36 -2.01
H -4.17 -1.30 -3.76
H -2.69 -0.51 -3.24
H -5.46 0.32 -2.25
H -4.48 1.18 -3.46
H -3.93 1.04 -1.78
H -6.52 -1.74 -1.37
H -6.33 -3.36 -2.05
H -5.92 -1.96 -3.02